{
  "formula": "C16H25FN5O2",
  "method": "ωB97M-V/def2-TZVPD",
  "gap_ev": 5.409,
  "lumo_ev": 2.56,
  "total_charge": -1,
  "e_homo_ev": -2.853,
  "symbols": ["C", "C", "N", "C", "O", "N", "C", "O", "F", "H", "H", "H", "H", "C", "C", "C", "C", "N", "H", "H", "H", "H", "H", "H", "H", "C", "C", "C", "C", "N", "H", "H", "H", "H", "H", "H", "H", "C", "C", "C", "C", "N", "H", "H", "H", "H", "H", "H", "H"],
  "coordinates": [[-1.64298, -0.05276, 3.50434], [-2.38944, 0.26832, 2.42515], [-2.18217, 0.01828, 1.10253], [-1.16863, -0.71447, 0.66025], [-0.20820, -0.42945, -0.03603], [-1.31505, -2.16042, 0.98913], [-2.48726, -2.72472, 0.50004], [-2.89705, -2.83276, -0.60695], [-3.23550, -3.25252, 1.50969], [-2.04123, 0.11811, 4.49897], [-0.63765, -0.45140, 3.42431], [-3.29414, 0.86051, 2.57630], [-0.50662, -2.64992, 0.61788], [-3.80545, 1.60833, -1.22445], [-5.29853, 1.84535, -1.04594], [-5.61705, 3.07791, -0.18790], [-5.09821, 2.97433, 1.17662], [-4.70303, 2.88371, 2.25032], [-3.29072, 1.39375, -0.28371], [-3.63200, 0.74899, -1.87290], [-3.32995, 2.47953, -1.68631], [-5.76396, 0.96791, -0.59191], [-5.77657, 1.99350, -2.01839], [-6.69546, 3.23374, -0.11506], [-5.18356, 3.97061, -0.64518], [3.81577, 0.87705, -0.30570], [3.45662, 2.28847, 0.13368], [3.42316, 2.43490, 1.66051], [2.45295, 1.50067, 2.22953], [1.63290, 0.80859, 2.63531], [3.08679, 0.16118, 0.07640], [3.81180, 0.80726, -1.39545], [4.80338, 0.57433, 0.04510], [2.46813, 2.54428, -0.25249], [4.16205, 3.01471, -0.27784], [3.13383, 3.44871, 1.94118], [4.40220, 2.23081, 2.09995], [2.17689, -3.22656, -1.54194], [3.03819, -2.53370, -2.58876], [4.53386, -2.85062, -2.43919], [5.04206, -2.42437, -1.13662], [5.44395, -2.07154, -0.12115], [2.43886, -2.89657, -0.53598], [1.12399, -2.99507, -1.69703], [2.29789, -4.31162, -1.58840], [2.89674, -1.45352, -2.52190], [2.72886, -2.83490, -3.59162], [5.11651, -2.34344, -3.20997], [4.71305, -3.92349, -2.53843]]
}


{
  "formula": "C16H25HoN2O5SSi",
  "method": "ωB97M-V/def2-TZVPD",
  "gap_ev": [8.208, 8.196],
  "lumo_ev": [0.28, 0.28],
  "e_homo_ev": [-7.929, -7.915],
  "multiplicity": 5,
  "symbols": ["Ho", "O", "C", "O", "C", "C", "C", "C", "C", "O", "C", "C", "O", "O", "H", "H", "H", "H", "H", "H", "H", "H", "C", "Si", "C", "C", "C", "H", "H", "H", "H", "H", "H", "H", "H", "H", "H", "H", "C", "N", "C", "C", "N", "C", "S", "H", "H", "H", "H", "H", "H"],
  "coordinates": [[-0.07140, -0.72660, -0.47580], [1.33080, 2.90240, 0.11120], [0.54190, 2.08750, -0.31490], [0.00730, 1.12940, 0.34360], [-0.02040, 2.29080, -1.76950], [-1.53120, 1.95590, -1.82030], [-2.18230, 2.73860, -2.96440], [-1.52380, 2.05330, -4.17370], [-0.79130, 0.87720, -3.50340], [-1.55980, 0.60920, -2.31910], [0.53160, 1.33690, -2.87230], [1.15130, 0.08260, -2.22440], [1.98470, 0.19670, -1.31620], [0.60890, -1.03960, -2.48230], [0.17250, 3.33530, -2.03050], [-2.04870, 2.01810, -0.85920], [-1.99750, 3.80690, -2.90190], [-3.25800, 2.57300, -2.95240], [-0.82360, 2.70950, -4.68730], [-2.26560, 1.69030, -4.88390], [-0.71200, -0.02790, -4.10710], [1.24060, 1.82150, -3.54610], [-1.93140, -3.78410, -1.28390], [-2.33880, -3.38900, 0.56050], [-3.99040, -4.31930, 0.86950], [-1.16720, -4.19650, 1.86200], [-2.10770, -1.52520, 0.64810], [-1.85600, -4.84190, -1.51230], [-1.00240, -3.29130, -1.60140], [-2.72780, -3.38220, -1.90460], [-3.83280, -5.39330, 0.80600], [-4.75010, -4.06630, 0.13880], [-4.40200, -4.10370, 1.84970], [-1.21420, -5.28340, 1.86610], [-1.48830, -3.86440, 2.84480], [-0.12550, -3.89720, 1.76340], [-2.19310, -1.18380, 1.68630], [-2.92790, -1.02680, 0.10660], [1.09290, -5.29240, -0.72600], [2.33920, -5.08970, -0.04560], [3.28650, -6.05230, 0.21040], [4.32810, -5.45940, 0.83090], [4.01870, -4.13080, 0.94290], [2.78910, -3.89600, 0.41670], [2.06250, -2.39060, 0.47950], [0.82830, -6.34630, -0.68340], [1.16310, -4.98660, -1.77240], [0.32000, -4.70190, -0.23720], [3.14040, -7.08270, -0.03820], [5.24300, -5.86900, 1.19920], [4.58140, -3.40000, 1.34440]]
}


{
  "formula": "C16H25IMnNO5P2S",
  "method": "ωB97M-V/def2-TZVPD",
  "gap_ev": [2.533, 1.934],
  "lumo_ev": [-10.67, -11.07],
  "total_charge": 2,
  "e_homo_ev": [-13.205, -13.000],
  "multiplicity": 5,
  "symbols": ["C", "C", "H", "H", "H", "O", "I", "Mn", "P", "C", "C", "H", "H", "H", "H", "H", "H", "C", "H", "H", "H", "P", "C", "C", "H", "H", "H", "C", "H", "H", "H", "H", "H", "H", "C", "O", "O", "S", "O", "N", "C", "O", "C", "C", "C", "C", "C", "C", "H", "H", "H", "H"],
  "coordinates": [[0.04636, 0.68260, -6.09030], [0.03480, 1.38004, -4.83141], [0.05273, 1.41567, -6.91566], [-0.84458, 0.03558, -6.17152], [0.94009, 0.03792, -6.15523], [0.01419, 2.41328, -4.27823], [0.07179, -2.78428, -1.97299], [0.10359, -0.31812, -1.79658], [2.35464, -0.02152, -1.14732], [2.79327, 1.44201, -0.17632], [3.12664, -1.37299, -0.19364], [4.21191, -1.38116, -0.36985], [4.38062, 0.01557, -2.48168], [2.70082, -2.34208, -0.47930], [2.98415, -0.57554, -3.44016], [2.24396, 1.38426, 0.78182], [2.92917, -1.20907, 0.87332], [3.31224, 0.16383, -2.69586], [3.87354, 1.44893, 0.02305], [3.16169, 1.16836, -3.11728], [2.51293, 2.35774, -0.70905], [-2.25382, 0.00724, -1.25698], [-2.72357, 1.37034, -0.14993], [-3.20537, 0.35182, -2.76920], [-2.98423, -2.30326, -1.07427], [-4.04740, -1.16804, -0.15959], [-2.43517, -1.63092, 0.48472], [-3.01221, -1.42164, -0.42558], [-3.01541, -0.42592, -3.52023], [-4.27516, 0.37374, -2.51754], [-3.81100, 1.34867, -0.00016], [-2.42315, 2.33492, -0.57224], [-2.90560, 1.32150, -3.18974], [-2.21281, 1.23446, 0.81076], [0.01636, 1.53516, -1.70811], [-0.04463, 2.66044, -1.35769], [1.40766, 2.17683, 4.30956], [1.68622, 0.82694, 3.88563], [2.97028, 0.24646, 4.19206], [1.25497, 0.54216, 2.31754], [0.17426, -0.24823, 2.17104], [-0.38019, -0.52855, 1.07177], [-0.32361, -0.76649, 3.47644], [-1.38595, -1.65089, 3.74917], [-1.68292, -1.93431, 5.08059], [-0.94610, -1.33744, 6.12602], [0.10253, -0.44454, 5.84706], [0.39698, -0.21596, 4.50887], [-1.94163, -2.07650, 2.91509], [-2.49427, -2.62301, 5.32428], [-1.18353, -1.57267, 7.15839], [0.67390, 0.07669, 6.61649]]
}


{
  "formula": "C16H25N2O4",
  "method": "ωB97M-V/def2-TZVPD",
  "gap_ev": 8.389,
  "lumo_ev": -3.38,
  "total_charge": 1,
  "e_homo_ev": -11.772,
  "symbols": ["C", "C", "C", "C", "O", "N", "C", "O", "C", "C", "C", "C", "C", "C", "C", "O", "H", "H", "H", "H", "H", "H", "H", "H", "H", "H", "H", "H", "H", "C", "C", "C", "O", "C", "N", "H", "H", "H", "H", "H", "H", "H", "H", "H", "H", "H", "H"],
  "coordinates": [[-1.29666, -1.57053, -3.50141], [-0.72757, -0.14072, -3.33427], [0.34744, -0.00346, -2.25605], [1.50624, -0.99315, -2.38791], [1.78465, -1.73093, -1.20453], [0.89733, -2.82752, -1.07530], [1.65000, -4.02580, -0.69681], [1.95360, -4.88750, -1.44138], [1.81918, -3.95558, 0.77951], [2.69386, -4.62823, 1.62360], [2.62549, -4.33101, 2.98179], [1.72692, -3.38905, 3.48182], [0.85097, -2.72056, 2.62711], [0.91742, -3.03461, 1.27768], [0.11754, -2.53162, 0.11429], [-0.97521, -2.06249, 0.15192], [-1.19923, -1.87257, -4.54050], [-2.36237, -1.56665, -3.30211], [-0.80394, -2.30274, -2.87509], [-0.33031, 0.19051, -4.29079], [-1.55870, 0.52020, -3.09578], [-0.12434, -0.05653, -1.27919], [0.74804, 1.00856, -2.33017], [1.34464, -1.63873, -3.24678], [2.42161, -0.44463, -2.59118], [3.39768, -5.33998, 1.22117], [3.27562, -4.83266, 3.68206], [1.68931, -3.17033, 4.53771], [0.14531, -1.98406, 2.97983], [-2.04722, 4.06721, 2.35919], [-1.98284, 4.37498, 0.87109], [-1.77275, 3.15861, -0.02951], [-0.43772, 2.71014, 0.06211], [-0.19205, 1.63103, 0.97510], [-0.79222, 5.26277, 0.61255], [-1.07775, 3.76308, 2.75635], [-2.37239, 4.94286, 2.92362], [-2.75989, 3.26783, 2.54783], [-2.87234, 4.92717, 0.56920], [-1.92764, 3.45679, -1.07117], [-2.49428, 2.37221, 0.19403], [-1.08026, 1.01450, 1.11797], [0.15205, 2.01299, 1.93855], [0.59736, 1.01622, 0.55004], [-0.69212, 6.00840, 1.30122], [-0.82319, 5.67956, -0.32012], [0.04071, 4.65599, 0.63271]]
}